<i>
Below is a cluster of 2 separate species, C5H7Cl in total, with properties calculated with ωB97M-V/def2-TZVPD.

Last column: natural (NBO) charge in e.
Geometry (Å):
1 C -1.1970 -1.0105 -0.1283  -0.636
2 C 0.2250 -1.3097 -0.2578  -0.180
3 C 1.1026 -0.6598 0.4844  -0.216
4 Cl 2.7463 -0.5784 -0.0121  -0.004
5 H -1.6672 -0.4216 -0.8446  0.229
6 H -1.7927 -1.9892 -0.0399  0.210
7 H -1.4181 -0.6375 0.8861  0.211
8 H 0.5034 -1.7981 -1.0953  0.194
9 H 0.6875 -0.2084 1.2977  0.212
10 C -0.2901 2.3903 0.1873  -0.263
11 C 0.6764 1.8768 -0.3103  -0.228
12 H -1.1465 2.9804 0.4225  0.236
13 H 1.5704 1.3656 -0.5899  0.235

Computed properties:
frontier orbital gap: 10.29 eV
HOMO: -0.34067 Eh
SMILES: C/C=C/Cl.C#C
LUMO level: 1.0216 eV


<ii>
Below is a structure of composition C5H7Cl, with properties calculated with ωB97M-V/def2-TZVPD.

Last column: natural (NBO) charge in e.
Geometry (Å):
1 C -0.6547 1.5209 0.5601  0.166
2 C 0.9954 0.6343 -0.2262  0.117
3 C -0.2105 -0.0165 0.5880  -0.235
4 C 0.5470 1.9196 0.0265  -0.301
5 C -0.9492 -1.0090 -0.2258  -0.685
6 Cl -3.8784 -0.0993 -0.0710  -0.868
7 H -1.7018 1.8794 0.5215  0.298
8 H 1.5359 -0.1048 -0.8979  0.269
9 H 0.2791 -0.3255 1.5183  0.234
10 H 0.9339 2.9014 -0.0692  0.244
11 H -0.5461 -1.9699 -0.0120  0.221
12 H -0.8585 -0.6984 -1.2283  0.210
13 H -1.9898 -1.0119 -0.1120  0.329

Computed properties:
frontier orbital gap (alpha / beta): 4.35 / 4.35 eV
HOMO (alpha / beta): -0.27471 / -0.27474 Eh
LUMO level (alpha / beta): -3.1250 / -3.1243 eV


Which of them is the most stable, and which is the least stable? <i> and <ii>, in that order.


<i>
Below is a cluster of 10 separate species, C5H30N2O10 in total, with properties calculated with ωB97M-V/def2-TZVPD.

Last column: natural (NBO) charge in e.
Geometry (Å):
1 C -3.5085 -2.2508 -0.9889  -0.430
2 N -2.4759 -1.2128 -1.1938  -0.604
3 C -1.7199 -0.6487 -0.2238  0.734
4 O -0.9173 0.2022 -0.6280  -0.748
5 C -1.6089 -1.2101 1.1864  -0.143
6 C -2.8332 -0.6074 1.9455  -0.667
7 N -0.2702 -0.8808 1.6924  -0.619
8 C -0.0988 -1.2414 3.0939  -0.436
9 H -4.3459 -2.0684 -1.6638  0.225
10 H -3.8855 -2.2285 0.0515  0.211
11 H -3.0641 -3.2728 -0.9405  0.207
12 H -2.0718 -1.0114 -2.1200  0.439
13 H -1.6686 -2.2672 1.0850  0.212
14 H -2.5331 -0.1223 2.8890  0.237
15 H -3.4661 -1.3586 2.3707  0.211
16 H -3.5826 0.0693 1.5257  0.248
17 H -0.0714 0.1407 1.6117  0.370
18 H -0.2608 -2.3416 2.9788  0.193
19 H 0.9836 -1.2030 3.4703  0.201
20 H -0.7845 -0.8898 3.9183  0.185
21 O -2.1361 2.4493 1.5240  -0.970
22 H -1.5173 2.1917 0.7756  0.455
23 H -1.4500 2.9343 2.0699  0.494
24 O -0.0600 -1.7916 -2.8438  -0.969
25 H -0.0405 -1.3047 -2.0272  0.460
26 H 0.4366 -1.1889 -3.3876  0.496
27 O 0.1017 3.2178 2.8134  -0.967
28 H 0.6499 3.4226 2.0454  0.501
29 H 0.7504 2.8739 3.4142  0.478
30 O 0.7712 1.9147 -1.5305  -1.016
31 H 1.6444 1.4878 -1.5877  0.507
32 H 0.1190 1.3280 -1.1071  0.511
33 O 2.3083 -3.3724 -1.2138  -0.926
34 H 1.9496 -2.7687 -0.5841  0.458
35 H 2.3851 -2.8800 -2.0227  0.472
36 O 3.7081 0.5245 1.4337  -0.938
37 H 3.6337 1.4524 1.5334  0.487
38 H 2.9561 0.1969 1.9169  0.474
39 O 1.8450 2.8829 0.4611  -1.028
40 H 2.2326 3.5687 -0.0748  0.482
41 H 1.0557 2.4903 -0.0201  0.505
42 O 1.3697 0.3179 -3.9164  -0.986
43 H 2.2801 0.1383 -3.9388  0.483
44 H 1.1216 1.1789 -3.4789  0.514
45 O 2.8156 0.1687 -1.2215  -0.971
46 H 2.5372 -0.7177 -1.0694  0.467
47 H 3.1609 0.4020 -0.3526  0.503

Computed properties:
frontier orbital gap: 9.76 eV
HOMO: -0.35584 Eh
SMILES: CNC(=O)[C@H](C)NC.O.O.O.O.O.O.O.O.O
LUMO level: 0.0774 eV


<ii>
Below is a cluster of 10 separate species, C5H30N2O10 in total, with properties calculated with ωB97M-V/def2-TZVPD.

Last column: natural (NBO) charge in e.
Geometry (Å):
1 C -0.0446 3.6346 -0.4217  -0.041
2 N -0.6191 2.5070 -0.5960  -0.458
3 C -1.5096 1.9329 0.3128  -0.255
4 C -0.7680 0.8944 1.1998  -0.450
5 C -0.7671 -0.4773 0.5308  -0.096
6 N -2.0406 -1.1559 0.6646  -0.878
7 C 0.3982 -1.2849 1.1984  -0.082
8 O 0.9550 -2.2529 0.2511  -0.815
9 H -0.1590 4.2263 0.4706  0.152
10 H 0.6337 4.0859 -1.2600  0.190
11 H -2.4165 1.4051 -0.2007  0.225
12 H -2.0455 2.7346 1.0029  0.169
13 H 0.2491 1.2986 1.4761  0.198
14 H -1.2521 0.9102 2.2213  0.268
15 H -0.3966 -0.3986 -0.5103  0.188
16 H -1.9025 -2.2344 0.5156  0.390
17 H -2.4886 -0.8817 1.4778  0.387
18 H 1.2946 -0.6897 1.5662  0.199
19 H -0.0608 -1.9715 2.0154  0.176
20 H 0.2316 -2.6388 -0.4076  0.515
21 O 3.2516 0.6104 1.8187  -0.983
22 H 3.3310 -0.1489 1.1581  0.513
23 H 2.7874 1.2658 1.3819  0.462
24 O -0.1958 2.0438 -3.4152  -0.976
25 H 0.5355 1.4335 -2.9834  0.480
26 H -0.6196 2.4211 -2.6345  0.485
27 O 1.0851 0.2636 3.8194  -0.971
28 H 1.6459 0.6033 3.1361  0.503
29 H 1.5358 -0.3285 4.3700  0.489
30 O -2.3301 -0.1201 -2.1033  -0.975
31 H -2.4784 -0.4743 -1.1702  0.506
32 H -1.5148 0.3438 -2.0803  0.484
33 O 2.4557 0.1429 -2.9091  -0.956
34 H 2.4771 0.5167 -3.7968  0.467
35 H 3.4185 0.1803 -2.5782  0.490
36 O -1.5918 0.3823 4.0505  -0.954
37 H -0.6315 0.6278 3.9156  0.497
38 H -1.8266 0.9163 4.6796  0.450
39 O -0.7246 -3.6310 -1.3295  -0.988
40 H -1.1810 -3.2036 -2.0692  0.512
41 H -1.2482 -4.3506 -0.9305  0.483
42 O -1.4603 -2.3081 -3.3729  -0.985
43 H -0.7639 -1.8101 -3.7210  0.480
44 H -2.1152 -1.6040 -2.9672  0.518
45 O 2.9868 -0.7657 -0.5380  -1.003
46 H 2.1622 -1.3140 -0.4609  0.516
47 H 3.7174 -1.3365 -0.7768  0.473

Computed properties:
frontier orbital gap: 9.99 eV
HOMO: -0.35311 Eh
SMILES: C=NCC[C@H](N)CO.O.O.O.O.O.O.O.O.O
LUMO level: 0.3817 eV


Which of them is the most stable, and which is the least stable? <i> and <ii>, in that order.


<i>
Below is the ion C3H7N4 with charge +1, with properties calculated with ωB97M-V/def2-TZVPD.

Last column: natural (NBO) charge in e.
Geometry (Å):
1 H -0.9557 1.5717 1.7564  0.393
2 N -0.2968 0.9750 1.3503  -0.646
3 C 0.7554 0.6864 1.9765  0.251
4 N 1.5559 -0.3012 1.4508  -0.359
5 N 1.2631 -0.8158 0.2780  0.171
6 N 0.3306 -0.5049 -0.3672  0.003
7 C -0.7496 -0.7313 -0.8852  0.176
8 C -1.0087 -0.0946 -2.1928  -0.688
9 H 1.1262 1.0660 3.0297  0.213
10 H 2.4925 -0.4958 1.7136  0.441
11 H -1.2571 -1.5134 -0.3893  0.239
12 H -2.1327 0.1441 -2.4172  0.272
13 H -0.7244 -0.8085 -3.0692  0.281
14 H -0.3988 0.8223 -2.2344  0.253

Computed properties:
charge: +1
frontier orbital gap: 9.44 eV
HOMO: -0.52750 Eh
SMILES: [H]/N=C/[NH+]=N\N=C\C
LUMO level: -4.9128 eV


<ii>
Below is a cluster of 2 separate species, C3H7N4 in total, with properties calculated with ωB97M-V/def2-TZVPD.

Last column: natural (NBO) charge in e.
Geometry (Å):
1 C -0.6631 -0.0087 0.1204  0.500
2 C 2.5730 0.2002 -0.7397  0.317
3 C -2.0827 0.3208 0.3613  -0.707
4 N 2.6787 -0.7858 0.1635  0.011
5 N 3.0591 0.3175 0.5421  0.078
6 N 0.1817 0.8214 -0.3538  -0.725
7 N -0.3902 -1.3495 0.3671  -0.798
8 H 2.8838 0.6934 -1.6824  0.314
9 H -2.3003 1.4349 0.2610  0.247
10 H -2.7414 -0.2637 -0.3812  0.261
11 H -2.3743 0.1634 1.3414  0.255
12 H -0.1049 1.7739 -0.4843  0.400
13 H -1.2621 -1.8458 0.5098  0.442
14 H 0.5427 -1.4719 -0.0252  0.408

Computed properties:
charge: +1
frontier orbital gap: 8.20 eV
HOMO: -0.52782 Eh
LUMO level: -6.1630 eV


Which of them is the most stable, and which is the least stable? <i> and <ii>, in that order.


<i>
Below is the ion C3H7N4 with charge +1, with properties calculated with ωB97M-V/def2-TZVPD.

Last column: natural (NBO) charge in e.
Geometry (Å):
1 N 2.2301 -1.2808 0.4404  -0.081
2 N 2.3389 -0.1620 0.1519  0.160
3 C 2.0519 1.0107 -0.1212  0.015
4 C 0.5625 1.2295 -0.2433  0.070
5 N -0.1988 0.1697 -0.3199  -0.328
6 C -1.6223 0.1935 -0.1673  -0.099
7 N -1.9805 -1.1512 0.3834  -0.861
8 H 2.2246 -2.1526 -0.1640  0.448
9 H 2.6539 1.8792 0.0235  0.288
10 H 0.3402 2.2112 -0.0198  0.214
11 H -2.1292 0.3298 -1.0476  0.207
12 H -2.0858 0.9116 0.5365  0.198
13 H -1.3575 -1.8133 0.0689  0.365
14 H -3.0281 -1.3754 0.4785  0.403

Computed properties:
charge: +1
frontier orbital gap: 6.20 eV
HOMO: -0.45772 Eh
SMILES: N=[N+]=C/C=N/CN
LUMO level: -6.2575 eV


<ii>
Below is the ion C3H7N4 with charge +1, with properties calculated with ωB97M-V/def2-TZVPD.

Last column: natural (NBO) charge in e.
Geometry (Å):
1 N -2.3499 -1.2636 -0.0065  -0.743
2 C -1.4296 -0.2949 0.0325  0.361
3 N -2.0506 0.9474 0.2327  -0.765
4 C -0.2084 -0.1839 -0.5476  0.219
5 N 0.9355 -0.0185 -0.1136  -0.359
6 C 2.1181 0.4667 0.0464  0.305
7 N 3.2848 -0.1695 -0.0311  -0.750
8 H -2.1150 -2.2100 -0.2764  0.421
9 H -3.2154 -0.8359 -0.4276  0.410
10 H -1.4905 1.6210 0.6403  0.398
11 H -3.0742 1.0056 0.4295  0.416
12 H 2.0344 1.5168 0.1860  0.225
13 H 4.0620 0.5440 -0.0856  0.430
14 H 3.4987 -1.1252 -0.0789  0.435

Computed properties:
charge: +1
frontier orbital gap: 8.53 eV
HOMO: -0.45084 Eh
SMILES: NC(N)=C=NC=[NH2+]
LUMO level: -3.7428 eV


<iii>
Below is the ion C3H7N4 with charge +1, with properties calculated with ωB97M-V/def2-TZVPD.

Last column: natural (NBO) charge in e.
Geometry (Å):
1 H 0.8689 -2.7078 -1.6904  0.405
2 N -0.0882 -2.4520 -1.5050  -0.614
3 C -0.4584 -1.3513 -1.1040  0.540
4 N -1.4861 -0.6204 -0.6796  -0.603
5 C -0.2550 0.2027 -0.8019  -0.243
6 C 0.3130 0.7005 0.4226  0.527
7 N -0.3129 0.4106 1.5493  -0.738
8 N 1.3269 1.5441 0.4979  -0.720
9 H -2.3648 -0.3959 -0.2543  0.449
10 H -0.2834 0.9406 -1.5523  0.241
11 H 0.3496 0.5255 2.4128  0.425
12 H -1.0923 -0.3148 1.5391  0.452
13 H 2.0187 1.6849 -0.2951  0.461
14 H 1.4640 1.8333 1.4608  0.416

Computed properties:
charge: +1
frontier orbital gap: 9.88 eV
HOMO: -0.50887 Eh
SMILES: [H]/N=C1/N[C@H]1C(N)=[NH2+]
LUMO level: -3.9678 eV


<iv>
Below is the ion C3H7N4 with charge +1, with properties calculated with ωB97M-V/def2-TZVPD.

Last column: natural (NBO) charge in e.
Geometry (Å):
1 C 0.1861 1.0672 -2.8280  -0.024
2 C -0.0780 0.2671 -0.6562  0.012
3 C -0.4666 0.3384 0.5460  -0.225
4 N 0.5606 -0.1535 -3.0836  -0.132
5 N 0.9031 -1.0920 -2.4201  0.135
6 N 0.6041 -0.8733 -1.1122  -0.494
7 N -0.1890 -0.7186 1.6417  -0.701
8 H 1.0666 1.6887 -2.7688  0.239
9 H -0.6752 1.5883 -3.2331  0.256
10 H -0.9370 1.2193 0.9635  0.231
11 H 0.6444 -1.8676 -0.6300  0.387
12 H 0.3439 -0.3407 2.4359  0.441
13 H 0.3932 -1.3663 1.1260  0.429
14 H -0.9880 -1.0847 2.1439  0.446

Computed properties:
charge: +1
frontier orbital gap: 9.44 eV
HOMO: -0.49238 Eh
LUMO level: -3.9552 eV


Which of them is the most stable, and which is the least stable? <iii> and <iv>, in that order.


<i>
Below is a cluster of 2 separate species, C4H13N3 in total, with properties calculated with ωB97M-V/def2-TZVPD.

Last column: natural (NBO) charge in e.
Geometry (Å):
1 C -0.7067 1.4610 1.7245  0.123
2 C -0.2270 0.1516 2.0907  -0.557
3 C 0.7496 0.0819 0.8637  0.011
4 C 0.3405 0.3372 -0.4615  0.201
5 N 0.6288 -0.6662 -1.3455  -0.857
6 N 2.2072 0.0313 1.2241  -0.682
7 N -1.9175 -1.2612 -2.6342  -1.056
8 H -0.0493 2.3143 1.5945  0.227
9 H -1.7519 1.6231 1.4743  0.244
10 H 0.1324 0.1793 3.1265  0.333
11 H -0.9449 -0.6170 1.9004  0.295
12 H -0.0141 1.2418 -0.9668  0.220
13 H 0.9621 -0.4178 -2.2821  0.418
14 H -0.3405 -1.0537 -1.6531  0.484
15 H 2.2052 0.5360 2.1118  0.473
16 H 2.7293 0.2372 0.3722  0.482
17 H 2.4920 -0.9237 1.4988  0.468
18 H -1.5438 -0.8892 -3.5050  0.384
19 H -2.6188 -1.9458 -2.8906  0.421
20 H -2.3328 -0.4200 -2.2427  0.368

Computed properties:
charge: +2
frontier orbital gap: 6.51 eV
HOMO: -0.64424 Eh
LUMO level: -11.0163 eV


<ii>
Below is the ion C4H13N3 with charge +2, with properties calculated with ωB97M-V/def2-TZVPD.

Last column: natural (NBO) charge in e.
Geometry (Å):
1 N -0.7799 2.4112 1.7195  -0.738
2 C -1.2788 2.2330 0.4377  0.397
3 N -0.7787 1.5020 -0.4997  -0.540
4 C 0.6374 0.9823 -0.4610  -0.261
5 C 0.8463 -0.4788 0.0315  -0.454
6 C 0.7504 -1.6653 -0.8872  -0.228
7 N -0.0038 -2.8119 -0.1989  -0.696
8 H -1.4051 2.9329 2.4083  0.481
9 H 0.1002 1.9868 1.8442  0.416
10 H -2.3129 2.8447 0.3113  0.275
11 H -1.3656 1.4043 -1.3442  0.457
12 H 1.1171 0.9205 -1.4906  0.266
13 H 1.3101 1.7527 0.0645  0.261
14 H 0.0860 -0.7091 0.7512  0.206
15 H 1.8273 -0.4374 0.4798  0.266
16 H 0.1477 -1.2906 -1.8304  0.243
17 H 1.6832 -2.1256 -1.2977  0.270
18 H -1.0699 -2.9265 -0.2864  0.467
19 H 0.1189 -2.7561 0.7670  0.435
20 H 0.3701 -3.7691 -0.5187  0.477

Computed properties:
charge: +2
frontier orbital gap: 11.81 eV
HOMO: -0.68780 Eh
SMILES: N/C=[NH+]\CCC[NH3+]
LUMO level: -6.9078 eV


Which of them is the most stable, and which is the least stable? <ii> and <i>, in that order.


<i>
Below is the molecule C3H4O2, with properties calculated with ωB97M-V/def2-TZVPD.

Last column: natural (NBO) charge in e.
Geometry (Å):
1 C 1.0007 -0.6837 -0.0970  -0.458
2 C 0.0043 0.1799 0.1155  0.192
3 O 0.2680 1.3797 0.7031  -0.664
4 C -1.4031 0.0181 -0.3543  0.381
5 O -1.8891 -1.0448 -0.6592  -0.493
6 H 2.0138 -0.2861 -0.0808  0.198
7 H 0.8579 -1.7320 -0.3027  0.231
8 H 1.1042 1.1942 1.1552  0.485
9 H -1.9566 0.9747 -0.4797  0.129

Computed properties:
frontier orbital gap: 9.62 eV
HOMO: -0.35057 Eh
SMILES: C=C(O)C=O
LUMO level: 0.0804 eV


<ii>
Below is a structure of composition C3H4O2, with properties calculated with ωB97M-V/def2-TZVPD.

Last column: natural (NBO) charge in e.
Geometry (Å):
1 O 2.3730 -0.8472 -0.9567  -0.502
2 C 1.3830 -0.4759 -0.4406  0.742
3 C -0.0156 0.8424 0.1876  -0.334
4 C -0.7595 -0.4118 0.3007  -0.135
5 O -0.0952 -1.2656 -0.5516  -0.583
6 H -0.0798 1.2816 -0.8077  0.211
7 H -0.1781 1.5839 0.9945  0.220
8 H -1.6973 0.0796 -0.0489  0.205
9 H -0.9305 -0.7869 1.3227  0.177

Computed properties:
frontier orbital gap: 10.33 eV
HOMO: -0.36757 Eh
LUMO level: 0.3307 eV


<iii>
Below is the molecule C3H4O2, with properties calculated with ωB97M-V/def2-TZVPD.

Last column: natural (NBO) charge in e.
Geometry (Å):
1 O -1.2843 0.7502 -1.8768  -0.500
2 C -0.8628 0.7302 -0.7466  0.410
3 C -0.2676 -0.4928 -0.1330  -0.060
4 C 0.9346 -0.2797 0.6924  -0.093
5 O -0.2957 -0.6467 1.2770  -0.458
6 H -0.8002 1.6443 -0.1197  0.113
7 H -0.4085 -1.4144 -0.6966  0.207
8 H 1.7302 -1.0184 0.6375  0.193
9 H 1.2544 0.7274 0.9658  0.188

Computed properties:
frontier orbital gap: 11.01 eV
HOMO: -0.37545 Eh
SMILES: O=C[C@H]1CO1
LUMO level: 0.7910 eV


Which of them is the most stable, and which is the least stable? <i> and <ii>, in that order.